C25H18Cl7HfN3O3 | ωB97M-V/def2-TZVPD

The geometry in XYZ format:
```
57
C25H18Cl7HfN3O3 (ωB97M-V/def2-TZVPD)
Hf -2.374 0.391 0.068
Cl -4.862 -0.059 -0.977
C -4.152 1.273 -2.065
Cl -3.266 2.531 -1.083
H -4.999 1.740 -2.504
H -3.471 0.793 -2.798
O -0.179 1.120 -0.441
C 0.479 0.360 -1.514
C -0.630 -0.021 -2.484
O -0.388 -0.410 -3.647
O -1.845 0.010 -1.987
C 1.686 1.030 -2.204
C 2.314 2.149 -1.725
C 3.383 2.688 -2.451
C 3.963 2.001 -3.504
C 3.345 0.847 -3.950
C 2.290 0.303 -3.261
C 1.026 -0.988 -0.921
C 0.874 -2.193 -1.506
C 1.011 -3.446 -0.661
C 2.212 -3.332 0.224
C 2.394 -2.148 0.771
C 1.469 -0.997 0.561
H 0.151 2.048 -0.453
H 2.079 2.528 -0.743
H 3.896 3.582 -2.103
H 4.896 2.375 -3.955
H 3.743 0.309 -4.832
H 1.843 -0.630 -3.634
H 0.458 -2.280 -2.510
H 1.075 -4.373 -1.266
H 2.900 -4.180 0.430
H 3.186 -1.975 1.485
H 1.946 -0.049 0.835
N 0.522 -2.340 3.563
C 0.228 -2.445 2.255
C 0.148 -1.143 1.479
N -1.077 -1.242 0.665
C -1.269 -2.360 0.039
C -0.359 -3.525 0.257
N -0.069 -3.553 1.657
H 0.958 -1.480 3.880
H 0.665 -3.202 4.063
H 0.073 -0.354 2.196
H -2.041 -2.459 -0.752
H -0.905 -4.495 0.048
Cl -0.650 3.995 0.728
C -1.426 3.073 1.959
C -1.963 1.795 1.668
C -2.707 1.179 2.691
Cl -3.768 -0.183 2.113
C -2.727 1.661 4.011
Cl -3.319 0.667 5.296
C -2.121 2.938 4.277
Cl -2.055 3.514 5.909
C -1.558 3.675 3.219
Cl -1.036 5.284 3.582
```

Output
Maximum force: 4.287 eV/A
Total charge: +2
LUMO: -7.345 eV
Relative energy (zero: lowest compared OMol25 entry of this formula, charge and spin): 162.25 kJ/mol
Kohn-Sham gap: 6.3708 eV